Version a
This record from the Open Molecules 2025 dataset describes one molecule with the formula C10H20N4S. The level of theory is ωB97M-V with the def2-TZVPD basis set.

Last column: natural (NBO) charge in e.
Cartesian coordinates (Å):
C: 3.71275 -1.01560 1.27181  0.085
C: 3.34406 -3.12005 1.12131  0.119
C: -2.64962 -3.41159 3.02784  -0.604
C: 2.17783 4.16517 -1.90126  -0.609
C: -2.38824 -2.80450 1.61748  -0.400
C: 1.73573 2.71883 -2.29794  -0.408
C: -1.18812 -1.91832 1.54902  -0.422
C: 1.54337 1.83016 -0.99902  -0.436
C: -0.92019 -1.12496 0.27536  -0.542
C: 0.74464 0.55939 -1.16312  -0.558
N: 4.60491 -1.66768 1.97271  -0.296
N: 4.37078 -2.96451 1.86433  -0.294
N: 1.75698 -1.68310 -0.10778  -0.738
N: 2.87827 -1.89676 0.66260  -0.210
S: 0.82941 -0.48618 0.34483  1.036
H: 3.85863 0.01509 1.08909  0.203
H: 3.05265 -4.21009 0.94728  0.220
H: -2.03479 -4.33866 3.32433  0.212
H: -2.52789 -2.64395 3.86594  0.204
H: -3.64749 -3.76740 3.02202  0.210
H: 3.16331 4.14483 -1.27643  0.202
H: 2.46243 4.69003 -2.90639  0.217
H: 1.49752 4.72032 -1.22837  0.208
H: -2.06631 -3.70230 0.99182  0.208
H: -3.29970 -2.28858 1.32059  0.206
H: 0.79722 2.86275 -2.77462  0.209
H: 2.69980 2.42178 -2.82812  0.219
H: -1.26658 -1.13479 2.20143  0.194
H: -0.28333 -2.44525 1.72759  0.213
H: 2.56925 1.54258 -0.59380  0.224
H: 0.75020 2.39807 -0.40613  0.213
H: -1.01236 -1.88050 -0.59471  0.233
H: -1.62625 -0.26769 0.12931  0.221
H: -0.39480 0.71428 -1.35163  0.215
H: 1.04913 -0.18544 -1.90625  0.245

Output
**Lowest unoccupied orbital energy**: 0.379 eV
**Gap between HOMO and LUMO**: 8.77 eV
**Total charge**: 0

Version b
This record from the Open Molecules 2025 dataset describes C10H20N4S as an isolated structure. The level of theory is ωB97M-V with the def2-TZVPD basis set.

Last column: natural (NBO) charge in e.
Cartesian coordinates (Å):
C: -1.44836 0.02506 2.66890  0.032
C: -0.30528 -1.60963 3.30141  0.068
C: -2.24469 -3.52802 -0.17452  -0.594
C: 3.82940 2.20885 -0.86441  -0.623
C: -2.08373 -2.01941 -0.47627  -0.414
C: 2.34734 1.88467 -1.00196  -0.247
C: -0.88802 -1.68164 -1.36397  -0.453
C: 1.40391 2.91957 -0.42226  -0.441
C: -0.69703 -0.23457 -1.67371  -0.542
C: -0.03823 2.50047 -0.67928  -0.487
N: -2.05105 -0.49625 3.72818  -0.318
N: -1.40902 -1.60331 3.99973  -0.317
N: 1.06029 0.28987 0.43696  -0.634
N: -0.28487 -0.63418 2.36052  -0.510
S: -0.30121 0.69801 -0.06493  1.128
H: -1.48788 1.00888 2.21996  0.158
H: 0.20239 -2.58674 3.37112  0.186
H: -2.59755 -4.05688 -0.97217  0.193
H: -1.29190 -3.90011 -0.03254  0.193
H: -2.80267 -3.63670 0.74844  0.228
H: 4.09047 3.19696 -0.67810  0.221
H: 4.30379 1.54482 -0.11477  0.235
H: 4.26700 2.08828 -1.79240  0.215
H: -3.07693 -1.86633 -1.02373  0.200
H: -1.87058 -1.57521 0.53900  0.239
H: 2.23006 1.62027 -1.98668  0.208
H: 1.91965 0.97694 -0.31338  0.233
H: -0.12391 -2.11823 -0.77013  0.233
H: -1.04382 -2.43322 -2.26287  0.223
H: 1.42220 3.18915 0.59615  0.242
H: 1.46635 3.96872 -0.82494  0.249
H: 0.05404 -0.03226 -2.43762  0.227
H: -1.55753 0.23642 -2.08038  0.225
H: -0.73668 3.06773 -0.24405  0.224
H: -0.25596 2.58803 -1.71530  0.222

Output
**Lowest unoccupied orbital energy (alpha / beta)**: -2.597 / -2.598 eV
**Gap between HOMO and LUMO (alpha / beta)**: 5.25 / 5.24 eV
**Total charge**: 0

version a wins, 3.915 eV ahead of the next structure.

Version a
This record from the Open Molecules 2025 dataset describes an isolated ion of composition CH6N3 and charge +1. The level of theory is ωB97M-V with the def2-TZVPD basis set.

Last column: natural (NBO) charge in e.
Cartesian coordinates (Å):
C: 1.98707 -0.06231 0.06592  -0.066
N: 0.71108 0.15023 0.23033  -0.243
N: -0.27873 -0.08633 -0.69856  -0.306
N: -1.64972 -0.02210 -0.23764  -0.546
H: 2.27043 -0.15919 -0.96672  0.229
H: 2.65136 0.25118 0.79755  0.228
H: 0.36941 0.16127 1.22999  0.399
H: -1.93862 -1.02536 0.06291  0.429
H: -2.37168 0.16455 -0.97437  0.462
H: -1.75059 0.62804 0.49061  0.414

Output
**Lowest unoccupied orbital energy**: -4.147 eV
**Gap between HOMO and LUMO**: 9.30 eV
**Total charge**: +1

Version b
This record from the Open Molecules 2025 dataset describes an isolated ion of composition CH6N3 and charge +1. The level of theory is ωB97M-V with the def2-TZVPD basis set.

Last column: natural (NBO) charge in e.
Cartesian coordinates (Å):
N: 0.25373 1.24819 -0.46907  -0.778
C: 0.02075 0.00403 0.00329  0.704
N: -0.06227 -0.19078 1.33207  -0.713
N: -0.12129 -1.03339 -0.83079  -0.838
H: 0.77474 1.44952 -1.30822  0.441
H: -0.47437 1.89443 -0.23254  0.423
H: -0.43434 -1.08909 1.66741  0.433
H: -0.08764 0.54521 2.10597  0.454
H: -0.89506 -1.11509 -1.46287  0.443
H: 0.48219 -1.82842 -0.74477  0.431

Output
**Lowest unoccupied orbital energy**: -4.352 eV
**SMILES**: NC(N)=[NH2+]
**Gap between HOMO and LUMO**: 11.34 eV
**Total charge**: +1

version b wins, 4.342 eV ahead of the next structure.